(1)
22
Properties=species:S:1:pos:R:3:forces:R:3 method="wB97M-V/def2-TZVPD" orbital_gap_ev="7.85 / 8.50" spin_multiplicity=3 s_squared=2.019 largest_force_ha_per_bohr=0.0663 e_homo_ha="-0.3945 / -0.4066"
Mo -0.159459 -1.845517 0.859823 0.600 0.448 -0.885
O -0.025845 4.302505 -1.249242 1.753 -1.150 1.573
C 0.066534 3.014186 -0.733654 -1.416 0.491 -1.379
C -1.180648 2.362720 -0.579011 0.516 -0.419 1.245
C -1.157574 1.089771 -0.031407 0.311 0.327 -0.565
N -0.021168 0.342447 0.114746 -1.615 0.375 0.446
C 1.128814 0.942342 -0.039150 1.072 0.586 -0.721
C 1.214381 2.289110 -0.476751 1.946 -0.600 0.823
C 2.314541 -0.033129 0.243035 -0.439 -1.350 -0.153
O 3.482142 0.095668 -0.017238 -1.677 0.406 0.471
O 1.785271 -1.198337 0.777662 -0.846 0.502 0.057
C -2.381977 0.423878 0.513950 0.257 -2.376 -0.194
O -3.519936 0.748652 0.323325 0.862 0.152 0.467
O -1.985520 -0.718114 1.180475 1.110 -0.888 -0.622
H 0.808129 4.760204 -0.978290 -0.871 -0.221 -0.619
H -2.124432 2.904909 -0.653384 0.309 -0.227 -0.149
H 2.254916 2.687804 -0.502713 -1.038 -0.070 -0.251
O 0.993104 -5.506027 0.434232 -2.259 2.156 -1.368
S -0.127211 -4.583094 0.181164 1.830 -0.905 1.853
O -0.280948 -3.803201 1.627607 -0.631 1.854 -2.442
O 0.265018 -3.202934 -0.593996 -0.802 0.296 1.581
O -1.348136 -5.073839 -0.401177 1.028 0.612 0.833

***

(2)
23
Properties=species:S:1:pos:R:3:forces:R:3 method="wB97M-V/def2-TZVPD" orbital_gap_ev=10.34 relative_energy_kj_mol=210.63 largest_force_ha_per_bohr=0.0726 e_homo_ha=-0.3418
C 1.574262 -0.974748 1.710589 -0.394 -2.463 -0.229
C 0.956516 -1.233796 0.326891 -0.424 -2.278 1.938
C 0.456249 -0.048399 -0.311364 -0.662 3.276 -1.666
C -0.736655 0.672235 0.323782 -1.509 -0.982 -2.331
C -1.424535 1.500451 -0.835666 1.827 0.341 0.011
C -0.600755 1.163295 -2.146385 -1.355 0.621 -0.468
C 0.119943 -0.130246 -1.787693 0.142 -0.635 -1.601
H 2.329984 -0.265916 1.585913 1.290 1.208 -0.003
H 2.042453 -1.877987 2.186886 -0.259 0.433 -0.806
H 1.708360 -1.750882 -0.261214 -0.066 -0.229 -0.243
H 0.040681 -1.873290 0.474800 0.988 -0.120 -0.237
H 1.176964 0.747461 -0.398192 1.162 0.327 0.648
H -1.455746 -0.059264 0.685703 -0.163 -0.187 0.117
H -0.487524 1.280777 1.120533 0.666 1.195 1.622
H -2.472883 1.289636 -0.877437 -0.561 -0.272 -0.314
H -1.323982 2.577774 -0.655454 -0.145 -0.207 0.139
H 0.062117 2.028214 -2.434818 -0.401 -0.970 0.502
H -1.278672 1.001480 -3.047256 0.786 0.248 1.114
H -0.614323 -0.940572 -2.011543 0.770 0.112 0.113
H 1.057548 -0.215366 -2.423948 -1.121 -0.433 0.705
N -1.411701 -1.453515 3.157194 0.867 0.382 0.279
N -0.390976 -1.011805 2.952962 0.855 0.073 -1.368
N 0.672677 -0.425535 2.665718 -2.291 0.559 2.078

***

(3)
15
Properties=species:S:1:pos:R:3:forces:R:3 method="wB97M-V/def2-TZVPD" orbital_gap_ev="11.03 / 6.43" relative_energy_kj_mol=58.91 spin_multiplicity=2 s_squared=0.758 largest_force_ha_per_bohr=0.0618 charge=+1 e_homo_ha="-0.5966 / -0.5938"
O -0.587710 -1.879455 -1.008285 -0.368 -0.423 -0.784
C 0.079138 -1.047062 -0.424380 0.914 -0.426 3.014
N -0.466662 -0.613674 0.787143 -0.140 0.325 -1.213
C -0.574279 0.808721 1.005635 0.307 1.777 1.652
O -1.838530 1.094725 1.305042 -0.694 0.362 -1.143
O 0.310018 1.605773 1.084526 0.327 -1.089 -1.047
C 1.502938 -0.727277 -0.744370 -0.344 0.783 -0.324
C 1.470688 0.436969 -1.766589 1.973 -0.675 -0.695
H -1.346521 -1.041958 1.050059 -0.309 -0.362 -0.214
H -2.014501 2.035711 1.039315 0.213 -0.834 0.808
H 2.018635 -1.623770 -1.079305 -0.209 -0.043 -0.370
H 2.010921 -0.397808 0.161833 -0.493 -0.138 0.272
H 2.207554 1.157828 -1.386158 -0.763 0.275 -0.217
H 1.929068 0.025890 -2.671703 -0.305 0.268 -0.111
H 0.511432 0.850292 -2.053463 -0.109 0.200 0.372

***

(4)
33
Properties=species:S:1:pos:R:3:forces:R:3 method="wB97M-V/def2-TZVPD" orbital_gap_ev=8.11 relative_energy_kj_mol=61.16 largest_force_ha_per_bohr=0.0949 e_homo_ha=-0.2790
C 4.234480 -0.079759 0.096592 0.639 1.205 -1.594
C 2.916559 -0.168714 0.402816 -0.070 -1.280 -0.856
C 2.078078 1.016202 0.082628 -1.750 1.111 1.612
C 2.267433 -1.535190 0.738377 1.534 2.209 2.443
C -2.004282 2.572947 -1.163737 -2.182 -0.790 -4.293
C -3.307490 -0.860323 1.041285 -0.099 -0.984 1.293
C -0.567097 -2.438505 -1.396720 0.350 -0.297 -0.091
C -1.262984 2.577551 0.107705 -0.123 2.567 1.182
C -1.458846 -0.398734 -0.453932 1.609 0.011 1.218
O 2.500379 2.142986 -0.038546 -0.298 -0.879 -0.390
O 5.100921 -1.146425 0.125317 0.214 1.123 -0.262
O -0.716294 0.737235 2.222261 1.334 2.131 1.743
O -2.797255 -0.669326 -0.228264 -0.105 0.344 -2.180
O -0.612601 -1.562198 -0.272086 -1.202 0.250 -0.620
Si -0.511304 0.990956 0.604491 1.748 -1.518 -1.161
H 4.764955 0.845885 -0.423811 -1.760 -1.598 1.533
H 2.149342 -1.709691 1.819085 0.171 0.521 0.029
H 1.327935 -1.740901 0.390079 -2.300 0.395 -1.314
H 2.846886 -2.339014 0.463860 1.815 -1.625 -0.984
H -3.131555 2.457357 -1.185371 1.143 0.036 0.780
H -1.860181 3.500345 -1.788238 0.061 -0.835 0.706
H -1.716105 1.710638 -1.852937 -0.102 1.337 0.656
H -4.032083 -0.049491 1.291039 0.956 -0.209 0.246
H -2.432170 -1.035262 1.722758 -1.233 0.473 0.035
H -3.938281 -1.782352 1.035803 0.593 0.449 -0.007
H -0.361428 -3.468845 -1.059010 -0.477 0.401 0.040
H 0.284233 -2.186443 -2.022902 0.275 0.287 -0.177
H -1.450226 -2.389210 -2.047602 -0.068 -0.104 0.501
H -1.992735 2.904887 0.926968 1.295 -0.203 -0.742
H -0.526464 3.400044 -0.125292 -0.252 -0.839 1.305
H -1.383925 -0.022362 -1.489209 -0.089 -0.602 0.272
H 5.900759 -0.779481 -0.307885 -0.471 -0.851 0.547
H -0.308638 1.505192 2.784471 -1.157 -2.240 -1.473

***

(5)
9
Properties=species:S:1:pos:R:3:forces:R:3 method="wB97M-V/def2-TZVPD" orbital_gap_ev=7.54 relative_energy_kj_mol=467.16 largest_force_ha_per_bohr=0.0594 charge=+1 e_homo_ha=-0.5583
C 0.889614 -1.100787 0.967793 2.482 -1.644 -0.674
C -1.431888 0.921768 -0.922958 1.249 0.659 1.883
N 1.323307 -0.078785 0.453609 1.307 0.417 -0.464
O 1.917682 0.763722 -0.023073 -0.500 0.085 0.213
O -0.945479 0.042780 -0.257572 -0.256 -0.810 -0.181
H 1.494846 -2.020737 0.848850 0.130 0.620 0.255
H -0.076618 -1.164946 1.262099 -2.859 -0.002 1.082
H -1.917710 0.730050 -1.831091 -1.042 -0.148 -1.459
H -1.253753 1.906935 -0.497657 -0.511 0.822 -0.653

***

(6)
87
Properties=species:S:1:pos:R:3:forces:R:3 method="wB97M-V/def2-TZVPD" orbital_gap_ev="6.11 / 6.11" relative_energy_kj_mol=14.18 largest_force_ha_per_bohr=0.0314 e_homo_ha="-0.2960 / -0.2960"
Ru -0.249968 1.084876 -0.499934 0.668 -0.913 1.149
C -1.719880 3.587840 0.703417 -0.019 -0.180 0.247
C -2.849955 3.012713 1.551877 -0.022 -0.008 -0.012
C -4.009882 2.412576 0.758073 -0.048 -0.005 -0.010
C -2.320925 2.045707 2.599856 0.007 -0.032 0.009
C -2.548465 2.409079 3.921627 0.026 0.013 -0.007
C -2.153483 1.617114 4.984477 -0.019 0.016 0.020
C -1.475208 0.447524 4.729556 0.041 -0.013 0.010
C -1.193202 0.037532 3.427620 -0.004 0.096 0.048
C -0.352441 -1.220928 3.278451 -0.020 -0.043 -0.047
C -1.118022 -2.473008 3.715226 -0.042 -0.031 0.005
C 0.950772 -1.107446 4.071723 0.053 -0.024 0.028
C -1.663087 0.819432 2.355662 -0.029 -0.028 -0.062
N -1.463078 0.271400 1.017871 -0.292 -0.198 0.057
C -2.007100 -0.869345 0.824796 -0.001 0.051 0.021
C -1.712610 -1.797391 -0.250416 -0.039 -0.012 -0.003
C -2.493551 -2.960679 -0.248149 0.010 0.014 -0.027
C -2.250615 -4.001792 -1.114646 -0.023 -0.011 0.018
C -1.168801 -3.910144 -1.983620 0.024 -0.022 -0.021
C -0.371737 -2.786811 -1.990766 0.042 -0.017 0.048
C -0.636429 -1.692161 -1.156484 0.002 -0.123 0.008
N 0.165644 -0.547106 -1.255145 -0.128 -0.190 -0.020
C 1.470556 -0.702667 -1.886754 -0.032 0.195 -0.046
C 1.666915 -0.337237 -3.228566 0.023 -0.115 -0.113
C 2.978576 -0.336241 -3.699645 -0.026 -0.034 -0.018
C 4.048758 -0.702734 -2.910681 0.019 0.013 0.022
C 3.816951 -1.139866 -1.621212 -0.006 0.003 -0.030
C 2.533335 -1.157894 -1.087344 0.046 0.040 -0.043
C 2.350612 -1.694692 0.318528 0.003 0.013 0.072
C 3.477117 -1.251265 1.254811 -0.013 0.001 0.020
C 2.277487 -3.226490 0.315441 -0.001 -0.015 -0.008
C 0.636180 0.029525 -4.303685 0.052 -0.025 -0.024
C -0.738399 -0.631781 -4.255903 -0.036 0.026 -0.026
C 0.518514 1.539268 -4.516284 -0.029 0.050 0.066
H -2.064192 4.176525 -0.144211 -0.023 -0.024 -0.003
H -1.118901 2.748581 0.350270 0.062 0.223 -0.287
H -1.016887 4.166358 1.303131 -0.071 0.072 0.008
H -3.267576 3.854032 2.109676 0.009 -0.015 0.042
H -3.729712 1.518624 0.208668 -0.016 0.038 0.050
H -4.406349 3.141459 0.047431 0.010 -0.007 0.002
H -4.817511 2.137822 1.439084 -0.002 0.025 0.002
H -3.062827 3.342636 4.113698 -0.002 -0.007 0.010
H -2.363440 1.921018 6.001691 0.003 0.002 -0.009
H -1.140675 -0.166922 5.556301 -0.008 0.033 -0.022
H -0.078803 -1.340248 2.231410 0.034 -0.022 -0.042
H -1.333028 -2.439283 4.785534 -0.009 0.009 -0.010
H -0.522930 -3.367654 3.523094 0.004 0.009 0.009
H -2.071287 -2.583388 3.193825 0.032 0.002 0.006
H 0.761502 -0.982431 5.139561 0.013 -0.008 -0.042
H 1.556696 -0.267195 3.732938 -0.009 0.026 -0.012
H 1.534267 -2.022069 3.954219 0.028 -0.009 -0.036
H -2.702322 -1.240792 1.577404 0.000 0.000 -0.027
H -3.306152 -3.028824 0.465002 0.003 -0.004 0.000
H -2.874890 -4.884698 -1.101496 0.000 0.008 0.002
H -0.939517 -4.725999 -2.656921 0.001 0.000 0.006
H 0.476781 -2.735448 -2.657198 0.004 -0.023 0.023
H 3.152834 -0.035952 -4.726534 0.002 -0.003 0.005
H 5.056559 -0.660852 -3.302658 -0.008 -0.014 -0.003
H 4.650788 -1.456545 -1.009819 -0.017 -0.005 -0.018
H 1.411557 -1.304392 0.713808 -0.007 0.019 0.021
H 4.415457 -1.752722 1.009953 -0.009 0.023 -0.006
H 3.237559 -1.529109 2.279254 -0.042 0.016 0.084
H 3.644834 -0.174259 1.226112 -0.025 -0.090 -0.007
H 3.216208 -3.642864 -0.057896 -0.013 -0.012 -0.006
H 1.467468 -3.609857 -0.305858 0.000 0.037 0.004
H 2.129334 -3.596775 1.332849 0.002 0.003 -0.001
H 1.102328 -0.356788 -5.214923 -0.033 0.004 -0.029
H -1.343831 -0.324655 -3.406680 0.013 -0.021 -0.007
H -0.669430 -1.718179 -4.244555 0.002 0.038 -0.033
H -1.283659 -0.357609 -5.161722 -0.003 0.026 0.009
H 0.076312 2.035318 -3.655065 -0.021 -0.022 -0.024
H -0.116443 1.738011 -5.382581 0.018 0.010 -0.015
H 1.493797 1.995066 -4.689386 0.003 -0.010 0.028
S 1.323225 2.563201 -1.409461 0.194 0.084 -0.358
C 2.259302 2.323963 0.034712 -0.140 0.147 -0.171
S 1.273818 1.560977 1.249262 -0.256 0.318 -0.236
C 3.574380 2.650002 0.174331 0.013 -0.055 0.032
C 4.242987 2.412545 1.412992 0.019 0.037 0.036
N 4.747180 2.204035 2.426946 -0.003 -0.008 -0.029
C 4.309564 3.195473 -0.922063 0.030 0.060 0.040
N 4.901628 3.635027 -1.805468 -0.011 -0.034 0.001
C -2.262668 2.447114 -2.447314 -0.023 0.003 0.105
C -2.022392 1.229362 -1.564525 -0.178 0.828 -0.402
O -2.860780 0.368584 -1.525418 0.217 -0.188 -0.012
H -2.295956 2.108069 -3.484255 0.003 -0.014 0.006
H -1.494965 3.208848 -2.339412 0.012 0.000 0.004
H -3.243819 2.855954 -2.197516 0.011 0.004 -0.021